No. 1
Formula: C17H15MoN5O5S
Source: the OMol25 dataset
Level of theory: ωB97M-V/def2-TZVPD

```
! wB97M-V def2-TZVPD RIJCOSX def2/J DEFGRID3
* xyz 0 3
Mo -0.06733 0.10089 0.27100
O 0.34120 -2.36617 3.56958
C 0.50113 -1.59312 2.66039
O -0.41187 -1.21959 1.78746
C 1.83753 -0.95236 2.36934
C 2.99540 -1.11145 3.09848
C 4.13346 -0.43409 2.67108
C 4.07740 0.37649 1.54433
C 2.87516 0.48467 0.87445
N 1.80765 -0.17892 1.29280
C 2.60229 1.31818 -0.35748
O 3.48208 1.95644 -0.88340
O 1.36999 1.19261 -0.76764
H 2.98246 -1.75046 3.97008
H 5.06058 -0.53735 3.21914
H 4.92886 0.92968 1.17364
C -3.02124 2.20919 -2.27914
C -2.24383 1.25528 -1.44410
N -1.26517 1.59531 -0.67551
N -0.95048 2.92905 -0.59378
C -0.36778 3.21192 0.54804
N 0.03167 4.49332 0.70853
S -0.10908 2.10646 1.86522
C -2.58250 -0.17070 -1.36411
C -3.58298 -0.76892 -2.11094
C -3.87777 -2.10214 -1.88913
C -3.17481 -2.79524 -0.91772
C -2.17672 -2.14270 -0.22188
N -1.88033 -0.85873 -0.44612
H -2.88914 3.21980 -1.90673
H -4.07991 1.95233 -2.28356
H -2.65971 2.17922 -3.31043
H 0.04540 5.08927 -0.10090
H 0.63041 4.71325 1.48308
H -4.11360 -0.19257 -2.85399
H -4.65107 -2.59317 -2.46457
H -3.38092 -3.83278 -0.69941
H -1.59213 -2.63318 0.54223
C 1.86095 -2.41327 -0.76635
C 0.76928 -1.40566 -1.04699
O 0.31429 -1.31623 -2.17043
H 1.89897 -3.14552 -1.57199
H 1.71142 -2.90761 0.19577
H 2.82081 -1.89143 -0.71835
*
```

## Properties
Maximum force: 0.013 Eh/bohr
E_LUMO (spin up / spin down): -0.583 / -1.348 eV
Orbital gap (spin up / spin down): 6.93 / 6.52 eV
E_HOMO (spin up / spin down): -7.52 / -7.87 eV
ΔE to the lowest compared entry with this formula, charge and spin: 0.000 eV
⟨S²⟩: 2.02

The computed Mulliken charges, all in e, follow: atom 1 (Mo): 0.2901, atom 2 (O): -0.6851, atom 3 (C): 0.1207, atom 4 (O): -0.6123, atom 5 (C): 0.4314, atom 6 (C): -0.7724, atom 7 (C): -0.3829, atom 8 (C): -0.7920, atom 9 (C): 0.3512, atom 10 (N): 0.8004, atom 11 (C): 0.2274, atom 12 (O): -0.7051, atom 13 (O): -0.4857, atom 14 (H): 0.5737, atom 15 (H): 0.4488, atom 16 (H): 0.5764, atom 17 (C): -1.7144, atom 18 (C): 0.6428, atom 19 (N): 1.2413, atom 20 (N): -1.6228, atom 21 (C): 0.6513, atom 22 (N): -0.4359, atom 23 (S): -0.3742, atom 24 (C): 0.6190, atom 25 (C): -0.7528, atom 26 (C): -0.4758, atom 27 (C): -0.8511, atom 28 (C): -0.3345, atom 29 (N): 0.0750, atom 30 (H): 0.4253, atom 31 (H): 0.4561, atom 32 (H): 0.2979, atom 33 (H): 0.2465, atom 34 (H): 0.2282, atom 35 (H): 0.3811, atom 36 (H): 0.4292, atom 37 (H): 0.4281, atom 38 (H): 0.4999, atom 39 (C): -1.3675, atom 40 (C): 1.6006, atom 41 (O): -0.6015, atom 42 (H): 0.4461, atom 43 (H): 0.2453, atom 44 (H): 0.2318


No. 2
Formula: C17H15N2O6
Source: the OMol25 dataset
Level of theory: ωB97M-V/def2-TZVPD

```
! wB97M-V def2-TZVPD RIJCOSX def2/J DEFGRID3
* xyz -1 1
C 3.52241 -5.89620 4.25790
C 2.07218 -5.45460 4.17262
C 1.12184 -6.37178 4.95317
O 1.88686 -4.14160 4.75627
C 2.25583 -3.02849 4.03161
O 2.36745 -1.96758 4.60580
C 2.44183 -3.17580 2.61088
C 2.52854 -1.97586 1.78800
C 3.30428 -2.21489 0.45482
C 4.02401 -3.38222 0.09646
C 4.54480 -3.50137 -1.20338
C 4.42178 -2.47236 -2.14386
C 3.86049 -1.26668 -1.72119
C 3.34551 -1.14584 -0.43006
N 1.21074 -1.27613 1.74699
C -0.02095 -1.90560 1.81550
C -1.17136 -1.18816 1.90040
C -1.18481 0.26251 1.93690
O -2.13340 1.03522 2.05881
N 0.09211 0.80317 1.80521
C 1.28498 0.12942 1.66554
O 2.32283 0.76665 1.46554
C 1.93470 -4.36990 2.00991
O 1.69660 -4.49259 0.81668
O 1.64753 -5.45183 2.81045
H 4.15147 -5.19838 3.69468
H 3.83240 -5.90488 5.30758
H 3.62054 -6.90536 3.83971
H 0.09271 -6.01051 4.87126
H 1.15808 -7.39628 4.58027
H 1.39524 -6.36967 6.00987
H 3.15223 -1.29557 2.36559
H 4.24711 -4.18565 0.81428
H 5.03766 -4.43196 -1.48519
H 4.75635 -2.60821 -3.17811
H 3.82000 -0.39904 -2.37506
H 3.02205 -0.17195 -0.07158
H -0.04671 -2.99973 1.73905
H -2.12625 -1.69217 1.95894
H 0.19174 1.81110 1.74218
*
```

## Properties
Maximum force: 0.056 Eh/bohr
E_LUMO: 3.074 eV
Orbital gap: 7.80 eV
E_HOMO: -4.72 eV
Structure (SMILES): CC1(C)OC(=O)C([C@@H](c2ccccc2)n2ccc(=O)[nH]c2=O)=C([O-])O1

The computed Mulliken charges, all in e, follow: atom 1 (C): -1.5127, atom 2 (C): 1.7342, atom 3 (C): -1.7621, atom 4 (O): -0.3722, atom 5 (C): -0.2053, atom 6 (O): -0.7551, atom 7 (C): -0.2289, atom 8 (C): 0.5244, atom 9 (C): 0.3181, atom 10 (C): -0.1284, atom 11 (C): -0.7350, atom 12 (C): -0.4885, atom 13 (C): -0.6907, atom 14 (C): -0.5020, atom 15 (N): 0.2827, atom 16 (C): 0.4261, atom 17 (C): -0.7832, atom 18 (C): 0.2878, atom 19 (O): -0.7083, atom 20 (N): -0.0176, atom 21 (C): 0.3344, atom 22 (O): -0.7241, atom 23 (C): 0.1168, atom 24 (O): -0.7212, atom 25 (O): -0.3755, atom 26 (H): 0.3102, atom 27 (H): 0.3586, atom 28 (H): 0.3363, atom 29 (H): 0.4114, atom 30 (H): 0.3730, atom 31 (H): 0.3733, atom 32 (H): 0.5937, atom 33 (H): 0.2652, atom 34 (H): 0.3555, atom 35 (H): 0.3462, atom 36 (H): 0.3701, atom 37 (H): 0.5452, atom 38 (H): 0.3830, atom 39 (H): 0.4113, atom 40 (H): 0.2531


No. 3
Formula: C17H15N3O5
Source: the OMol25 dataset
Level of theory: ωB97M-V/def2-TZVPD

```
! wB97M-V def2-TZVPD RIJCOSX def2/J DEFGRID3
* xyz 0 1
C 3.28252 3.98501 4.37827
O 2.10018 3.22628 4.35590
C 1.53425 2.94893 3.14881
C 2.01751 3.36732 1.92273
C 1.35834 3.02789 0.74812
C 0.20650 2.27044 0.78379
C -0.51213 1.88009 -0.47817
C -0.25374 0.46561 -0.84442
N 0.61991 -0.30745 -0.25952
O 0.53968 -1.49884 -0.90376
C -0.39825 -1.36103 -1.85371
C -0.74055 -2.45727 -2.73366
C -0.07548 -3.68028 -2.62917
C -0.41371 -4.71647 -3.47444
C -1.41608 -4.52401 -4.41875
N -1.77170 -5.61091 -5.30264
O -2.65406 -5.41166 -6.10826
O -1.16526 -6.65254 -5.18169
C -2.08422 -3.30915 -4.53132
C -1.74453 -2.27373 -3.68687
N -0.91721 -0.16544 -1.85441
C -0.28828 1.84465 2.01483
C 0.35606 2.16866 3.19378
O -0.05298 1.79853 4.43827
C -1.19956 0.99479 4.55180
H 3.55429 4.07358 5.42898
H 4.09299 3.48610 3.83630
H 3.12887 4.98561 3.95979
H 2.91491 3.96175 1.86260
H 1.75870 3.36508 -0.19607
H -1.59332 2.00410 -0.37280
H -0.19138 2.50641 -1.31460
H 0.69840 -3.80442 -1.88803
H 0.08204 -5.67360 -3.41912
H -2.85626 -3.19954 -5.27750
H -2.23897 -1.31756 -3.74378
H -1.18769 1.24965 2.03161
H -1.32101 0.80572 5.61727
H -2.09123 1.50633 4.17294
H -1.07757 0.04138 4.02686
*
```

## Properties
Maximum force: 0.026 Eh/bohr
E_LUMO: -1.118 eV
Orbital gap: 6.96 eV
E_HOMO: -8.08 eV
ΔE to the lowest compared entry with this formula, charge and spin: 2.448 eV
Structure (SMILES): COc1ccc(Cc2noc(-c3ccc([N+](=O)[O-])cc3)n2)cc1OC

The computed Mulliken charges, all in e, follow: atom 1 (C): -0.9455, atom 2 (O): -0.4105, atom 3 (C): 1.0329, atom 4 (C): -0.5075, atom 5 (C): -1.1331, atom 6 (C): -0.0477, atom 7 (C): -1.1938, atom 8 (C): 0.5956, atom 9 (N): -0.3939, atom 10 (O): -0.1866, atom 11 (C): 0.6420, atom 12 (C): 0.0814, atom 13 (C): -0.5412, atom 14 (C): -0.4309, atom 15 (C): 0.1089, atom 16 (N): 0.9860, atom 17 (O): -0.6082, atom 18 (O): -0.6079, atom 19 (C): -0.4939, atom 20 (C): -0.4823, atom 21 (N): -0.5010, atom 22 (C): -0.2198, atom 23 (C): 0.8476, atom 24 (O): -0.4355, atom 25 (C): -0.9133, atom 26 (H): 0.2314, atom 27 (H): 0.3707, atom 28 (H): 0.3679, atom 29 (H): 0.3753, atom 30 (H): 0.3461, atom 31 (H): 0.3372, atom 32 (H): 0.4115, atom 33 (H): 0.4757, atom 34 (H): 0.4860, atom 35 (H): 0.4846, atom 36 (H): 0.4927, atom 37 (H): 0.4252, atom 38 (H): 0.2323, atom 39 (H): 0.3548, atom 40 (H): 0.3669


No. 4
Formula: C17H15NO3
Source: the OMol25 dataset
Level of theory: ωB97M-V/def2-TZVPD

```
! wB97M-V def2-TZVPD RIJCOSX def2/J DEFGRID3
* xyz 0 1
C 2.57134 0.42845 -6.10498
C 1.64372 1.25235 -5.65931
C 0.88844 1.08272 -4.37490
O 1.31741 -0.08222 -3.70529
C 0.73734 -0.41321 -2.52666
C -0.26914 0.30803 -1.89352
C -0.78873 -0.13422 -0.68779
C -0.32509 -1.29716 -0.09615
C -0.82839 -1.78659 1.25410
N -2.11352 -1.24610 1.61644
C -2.26841 0.00223 2.14424
O -3.35829 0.52350 2.25736
C -0.99784 0.59340 2.62053
C -0.95123 1.90252 3.08597
C 0.21783 2.41200 3.61511
C 1.34385 1.60515 3.69838
C 1.31497 0.30229 3.23681
C 0.14661 -0.20636 2.68273
O 0.13622 -1.49991 2.25128
C 0.68635 -2.01516 -0.72875
C 1.21071 -1.58321 -1.92497
H 3.08052 0.60174 -7.03685
H 2.85123 -0.44853 -5.54850
H 1.35722 2.13587 -6.21380
H -0.18851 1.02110 -4.59860
H 1.05172 1.96983 -3.74245
H -0.66046 1.21691 -2.32187
H -1.57154 0.44400 -0.21962
H -0.89755 -2.88314 1.24203
H -2.94052 -1.70482 1.26637
H -1.85264 2.49377 3.02950
H 0.25322 3.42939 3.97316
H 2.25640 1.99655 4.12284
H 2.18315 -0.33469 3.29496
H 1.06340 -2.91647 -0.26888
H 1.99259 -2.13452 -2.42242
*
```

## Properties
Maximum force: 0.011 Eh/bohr
E_LUMO: 0.631 eV
Orbital gap: 9.40 eV
E_HOMO: -8.77 eV
ΔE to the lowest compared entry with this formula, charge and spin: 1.737 eV
Structure (SMILES): C=CCOc1ccc([C@@H]2NC(=O)c3ccccc3O2)cc1

The computed Mulliken charges, all in e, follow: atom 1 (C): -0.7496, atom 2 (C): -0.4769, atom 3 (C): -0.2818, atom 4 (O): -0.2810, atom 5 (C): 0.8106, atom 6 (C): -0.6948, atom 7 (C): -0.4143, atom 8 (C): 0.4353, atom 9 (C): -0.5015, atom 10 (N): -0.0669, atom 11 (C): 0.1779, atom 12 (O): -0.6796, atom 13 (C): 0.4675, atom 14 (C): -0.6903, atom 15 (C): -0.6227, atom 16 (C): -0.3401, atom 17 (C): -0.5447, atom 18 (C): 0.6235, atom 19 (O): -0.5056, atom 20 (C): -0.8106, atom 21 (C): -0.5769, atom 22 (H): 0.2904, atom 23 (H): 0.2344, atom 24 (H): 0.3402, atom 25 (H): 0.3673, atom 26 (H): 0.3720, atom 27 (H): 0.3993, atom 28 (H): 0.3936, atom 29 (H): 0.5320, atom 30 (H): 0.2583, atom 31 (H): 0.4657, atom 32 (H): 0.4044, atom 33 (H): 0.3785, atom 34 (H): 0.4536, atom 35 (H): 0.4104, atom 36 (H): 0.4223


Which of these has the highest maximum force? C17H15N2O6


The highest maximum force belongs to which entry? C17H15N2O6


Look up the maximum force of the second one. 0.056 Eh/bohr